[1]
The following is a quantum chemistry calculation of a molecular structure, C38H54CsN5O4P2STe at a distorted geometry, from the OMol25 dataset.

Values from the calculation:
Gap between HOMO and LUMO, eV: 5.1
Multiplicity: 1
Calculated total energy, eV: -93180.64799
Total charge: -2
E_HOMO, eV: -1.38

Last column: Löwdin charge in e.
Atoms and positions in Å:
1 Cs -0.238 0.485 -0.380  0.957
2 C -1.459 -3.998 -0.608  -0.229
3 C -0.008 -3.733 -1.026  -0.224
4 N 0.690 -2.784 -0.205  -0.105
5 C 1.126 -3.124 1.123  -0.210
6 C 0.036 -3.198 2.210  -0.226
7 N -1.031 -2.247 2.149  -0.057
8 C -2.397 -2.675 2.185  -0.223
9 C -3.113 -2.847 0.811  -0.248
10 N -2.226 -2.818 -0.322  -0.068
11 H -1.914 -4.641 -1.384  0.105
12 H -1.458 -4.609 0.300  0.101
13 H 0.491 -4.725 -1.070  0.105
14 H -0.005 -3.336 -2.045  0.112
15 H 1.438 -2.332 -0.709  -0.008
16 H 1.667 -4.093 1.167  0.109
17 H 1.856 -2.358 1.403  0.101
18 H -0.429 -4.188 2.184  0.095
19 H 0.582 -3.161 3.171  0.103
20 H -0.865 -1.278 2.357  0.056
21 H -2.464 -3.617 2.750  0.097
22 H -2.978 -1.934 2.740  0.096
23 H -3.722 -3.771 0.851  0.098
24 H -3.798 -2.007 0.698  0.036
25 H -2.627 -2.355 -1.120  0.113
26 C 0.815 0.407 3.799  -0.025
27 C -0.449 1.178 4.037  -0.337
28 C -0.556 2.005 5.188  -0.035
29 C -1.717 2.680 5.398  -0.036
30 C -2.787 2.556 4.482  -0.185
31 C -4.007 3.250 4.688  -0.092
32 C -5.002 3.102 3.761  -0.124
33 C -4.823 2.292 2.630  -0.155
34 C -3.654 1.590 2.364  -0.686
35 S -3.472 0.656 0.920  0.481
36 C -2.599 1.727 3.352  -0.237
37 N -1.420 1.063 3.164  0.140
38 H 1.541 0.585 4.592  0.063
39 H 1.286 0.664 2.845  0.054
40 H 0.617 -0.667 3.774  0.074
41 H 0.281 2.081 5.869  0.100
42 H -1.847 3.323 6.263  0.104
43 H -4.118 3.878 5.564  0.088
44 H -5.947 3.622 3.884  0.088
45 H -5.630 2.213 1.911  0.081
46 C 1.130 -0.591 -6.886  -0.085
47 C 0.625 -0.437 -5.472  -0.302
48 O 0.119 0.896 -5.326  -0.321
49 P -0.003 1.454 -3.807  0.050
50 O -0.561 0.405 -2.909  -0.663
51 Te -1.086 3.596 -4.012  0.302
52 O 1.539 1.603 -3.337  -0.335
53 C 2.366 2.670 -3.815  -0.329
54 C 2.844 3.509 -2.653  -0.073
55 H 1.481 -1.611 -7.057  0.069
56 H 1.956 0.094 -7.079  0.072
57 H 0.337 -0.377 -7.604  0.072
58 H 1.422 -0.614 -4.743  0.109
59 H -0.185 -1.136 -5.252  0.114
60 H 1.796 3.287 -4.516  0.047
61 H 3.193 2.201 -4.360  0.112
62 H 1.988 3.970 -2.165  0.047
63 H 3.535 4.281 -3.000  0.080
64 H 3.353 2.919 -1.887  0.052
65 C 6.722 4.540 1.382  -0.137
66 C 6.923 3.199 1.689  -0.110
67 C 5.894 2.278 1.572  -0.026
68 C 4.615 2.675 1.152  -0.207
69 C 4.437 4.029 0.840  -0.065
70 C 5.468 4.949 0.952  -0.116
71 C 3.462 1.759 0.982  -0.161
72 C 3.293 0.477 1.338  -0.081
73 C 4.185 -0.329 2.109  -0.312
74 C 4.272 -0.235 3.517  -0.075
75 C 5.068 -1.089 4.257  -0.130
76 C 5.836 -2.077 3.646  -0.154
77 C 5.775 -2.180 2.258  -0.132
78 C 4.971 -1.344 1.508  -0.080
79 H 7.534 5.253 1.472  0.081
80 H 7.898 2.859 2.019  0.090
81 H 6.074 1.240 1.809  0.100
82 H 3.458 4.348 0.494  0.094
83 H 5.288 5.988 0.697  0.089
84 H 2.643 2.267 0.460  0.045
85 H 3.705 0.538 4.023  0.090
86 H 5.093 -0.971 5.336  0.086
87 H 6.452 -2.746 4.234  0.071
88 H 6.361 -2.938 1.746  0.086
89 H 4.924 -1.469 0.434  0.074
90 C 0.034 4.257 1.952  -0.149
91 P -0.316 4.127 0.186  0.500
92 C 0.091 5.745 -0.506  -0.183
93 C -2.094 3.956 0.049  -0.179
94 O 0.452 3.017 -0.457  -0.645
95 H -0.526 5.080 2.401  0.054
96 H 1.103 4.405 2.113  0.052
97 H -0.264 3.328 2.440  0.035
98 H -0.473 6.532 -0.001  0.047
99 H -0.151 5.736 -1.570  0.014
100 H 1.159 5.933 -0.387  0.044
101 H -2.580 4.710 0.673  0.058
102 H -2.415 2.959 0.370  -0.019
103 H -2.381 4.076 -0.997  0.017
104 N 3.566 -0.109 -1.940  0.112
105 C 3.093 -1.096 -1.545  0.006
106 H 3.733 0.878 -1.877  0.055

***

[2]
The following is a quantum chemistry calculation of a molecular structure, C38H54N5OP2STl at a distorted geometry, from the OMol25 dataset.

Values from the calculation:
Gap between HOMO and LUMO, eV: 5.2
Multiplicity: 1
Calculated total energy, eV: -83884.30503
E_HOMO, eV: -5.90

Last column: Löwdin charge in e.
Atoms and positions in Å:
1 Tl -0.726 -1.037 -1.493  0.495
2 C 1.604 -4.770 1.683  -0.127
3 C 1.296 -3.326 1.280  -0.550
4 C 2.408 -2.883 0.343  -0.178
5 P -0.408 -2.926 0.536  0.951
6 C -1.067 -4.631 0.051  -0.530
7 C -2.066 -5.250 1.010  -0.126
8 C -1.779 -4.417 -1.294  -0.190
9 C -1.337 -2.319 2.014  -0.311
10 C -1.428 -3.155 3.143  -0.139
11 C -2.328 -2.912 4.195  -0.111
12 C -3.148 -1.768 4.137  -0.101
13 C -2.975 -0.895 3.086  -0.042
14 C -1.963 -1.037 2.047  -0.302
15 N -1.734 -0.107 1.094  -0.002
16 C -2.006 1.179 1.291  -0.315
17 C -1.919 1.864 2.553  -0.042
18 C -2.360 3.174 2.669  -0.102
19 C -2.870 3.852 1.562  -0.130
20 C -2.722 3.339 0.291  -0.125
21 C -2.232 2.032 0.129  -0.333
22 P -2.082 1.427 -1.533  0.899
23 C -1.168 2.790 -2.397  -0.567
24 C -0.877 2.208 -3.779  -0.145
25 C 0.143 3.173 -1.709  -0.135
26 C -3.885 1.280 -2.200  -0.516
27 C -4.519 2.587 -2.614  -0.138
28 C -4.789 0.499 -1.198  -0.108
29 H 2.548 -4.761 2.214  0.068
30 H 1.662 -5.435 0.777  0.084
31 H 0.852 -5.158 2.427  0.072
32 H 1.341 -2.677 2.155  0.104
33 H 2.485 -3.537 -0.570  0.094
34 H 3.383 -2.958 0.866  0.077
35 H 2.307 -1.776 0.126  -0.028
36 H -0.185 -5.302 -0.124  0.103
37 H -2.824 -4.561 1.366  0.073
38 H -1.586 -5.629 1.942  0.076
39 H -2.598 -6.079 0.531  0.076
40 H -2.561 -3.656 -1.200  0.040
41 H -2.298 -5.388 -1.538  0.090
42 H -1.115 -4.146 -2.113  0.043
43 H -0.719 -4.001 3.266  0.091
44 H -2.388 -3.634 5.001  0.086
45 H -3.933 -1.593 4.853  0.094
46 H -3.564 0.034 3.060  0.107
47 H -1.471 1.364 3.408  0.111
48 H -2.170 3.735 3.595  0.105
49 H -3.262 4.859 1.669  0.089
50 H -2.956 3.876 -0.618  0.086
51 H -1.816 3.661 -2.494  0.087
52 H 0.045 1.658 -3.700  0.062
53 H -0.730 3.023 -4.513  0.087
54 H -1.711 1.635 -4.178  0.059
55 H 0.629 2.278 -1.282  -0.040
56 H -0.068 3.904 -0.910  0.082
57 H 0.858 3.598 -2.464  0.088
58 H -3.719 0.650 -3.094  0.085
59 H -4.891 3.176 -1.763  0.072
60 H -5.499 2.398 -3.093  0.083
61 H -3.895 3.254 -3.222  0.068
62 H -5.163 1.213 -0.391  0.103
63 H -4.260 -0.294 -0.651  0.060
64 H -5.640 0.021 -1.696  0.061
65 N -5.652 -2.952 -2.529  -0.061
66 C -6.980 -2.751 -2.805  -0.122
67 C -7.668 -3.253 -1.696  -0.079
68 C -6.641 -3.837 -0.886  -0.161
69 N -5.448 -3.554 -1.372  0.014
70 H -4.915 -2.473 -3.048  0.151
71 H -7.362 -2.262 -3.752  0.127
72 H -8.745 -3.116 -1.559  0.090
73 H -6.690 -4.322 0.048  0.084
74 C 4.614 5.569 -0.208  -0.106
75 C 4.561 4.657 -1.426  -0.247
76 C 4.976 3.201 -1.228  -0.184
77 N 4.023 2.473 -0.398  0.023
78 C 3.680 1.176 -0.616  -0.805
79 S 2.105 0.622 -0.368  0.668
80 N 4.643 0.307 -1.042  0.099
81 C 6.071 0.290 -0.786  -0.361
82 O 6.764 -0.203 -1.711  0.060
83 C 6.514 0.658 0.531  -0.153
84 C 7.908 0.722 0.718  -0.024
85 C 8.489 1.258 1.847  -0.069
86 C 7.654 1.693 2.903  -0.062
87 C 6.289 1.452 2.819  -0.079
88 C 5.713 0.887 1.696  -0.007
89 H 4.055 6.522 -0.294  0.083
90 H 5.647 5.785 0.099  0.074
91 H 4.276 5.033 0.693  0.068
92 H 5.189 5.099 -2.225  0.118
93 H 3.601 4.691 -1.927  0.097
94 H 5.980 3.166 -0.810  0.116
95 H 5.025 2.705 -2.214  0.134
96 H 3.212 2.988 -0.101  0.112
97 H 4.414 -0.400 -1.730  0.149
98 H 8.571 0.455 -0.142  0.136
99 H 9.574 1.370 1.918  0.109
100 H 8.114 2.231 3.727  0.106
101 H 5.620 1.778 3.620  0.114
102 H 4.664 0.613 1.713  0.109

***

[3]
The following is a quantum chemistry calculation of a molecular structure, C38H54N7OPbSSeSi3Te, from the OMol25 dataset.

Values from the calculation:
Gap between HOMO and LUMO, eV: 7.0
Multiplicity: 1
Calculated total energy, eV: -165115.30674
Total charge: +1
E_HOMO, eV: -9.77

Last column: Löwdin charge in e.
Atoms and positions in Å:
1 Pb 0.390 0.802 -1.332  1.215
2 C 4.500 3.344 -1.956  -0.025
3 C 3.158 2.682 -2.001  -0.275
4 N 2.553 2.202 -0.980  -0.045
5 N 3.174 2.324 0.237  0.056
6 C 2.621 1.582 1.178  -0.512
7 O 1.664 0.750 1.090  -0.321
8 C 3.240 1.762 2.535  -0.160
9 C 3.870 2.947 2.899  -0.041
10 C 4.387 3.100 4.177  -0.083
11 C 4.293 2.064 5.096  -0.082
12 C 3.682 0.871 4.733  -0.071
13 C 3.154 0.723 3.459  -0.053
14 C 2.474 2.550 -3.328  -0.211
15 C 3.073 3.035 -4.485  0.001
16 C 2.432 2.878 -5.704  -0.033
17 C 1.203 2.244 -5.748  -0.036
18 C 0.667 1.788 -4.556  -0.119
19 N 1.284 1.933 -3.388  -0.008
20 H 4.825 3.436 -0.925  0.067
21 H 4.462 4.334 -2.412  0.088
22 H 5.236 2.755 -2.507  0.094
23 H 3.944 3.746 2.173  0.109
24 H 4.868 4.028 4.456  0.106
25 H 4.699 2.184 6.091  0.105
26 H 3.619 0.056 5.442  0.105
27 H 2.673 -0.201 3.162  0.085
28 H 4.029 3.530 -4.434  0.109
29 H 2.891 3.253 -6.608  0.118
30 H 0.665 2.108 -6.674  0.113
31 H -0.299 1.296 -4.529  0.108
32 N -4.354 0.271 -2.446  0.059
33 C -2.999 0.303 -2.374  -0.890
34 S -2.348 1.703 -1.562  0.420
35 N -2.421 -0.715 -2.977  -0.007
36 N -1.073 -0.829 -2.813  -0.051
37 C -0.474 -1.640 -3.614  -0.212
38 C -1.148 -2.376 -4.718  -0.208
39 C -2.171 -3.287 -4.471  -0.034
40 C -2.773 -3.958 -5.522  -0.068
41 C -2.372 -3.715 -6.830  -0.077
42 C -1.358 -2.804 -7.083  -0.071
43 C -0.744 -2.143 -6.029  -0.046
44 C 0.994 -1.879 -3.425  -0.227
45 C 1.624 -2.942 -4.063  0.009
46 C 2.966 -3.181 -3.815  -0.032
47 C 3.654 -2.360 -2.939  -0.038
48 C 2.956 -1.322 -2.344  -0.128
49 N 1.670 -1.092 -2.580  -0.001
50 H -4.865 1.109 -2.237  0.074
51 H -4.770 -0.421 -3.048  0.099
52 H -2.495 -3.463 -3.455  0.111
53 H -3.565 -4.668 -5.323  0.106
54 H -2.850 -4.235 -7.649  0.106
55 H -1.041 -2.610 -8.099  0.107
56 H 0.054 -1.437 -6.227  0.117
57 H 1.068 -3.576 -4.737  0.119
58 H 3.466 -4.009 -4.300  0.117
59 H 4.700 -2.514 -2.716  0.112
60 H 3.441 -0.646 -1.648  0.116
61 C 0.531 4.091 4.665  -0.152
62 Si -0.542 3.350 3.347  0.425
63 C -2.321 3.861 3.557  -0.178
64 C 0.021 3.847 1.642  -0.156
65 C -0.385 1.461 3.557  -0.490
66 Te -1.027 0.350 1.903  1.274
67 C -3.061 0.390 2.490  -0.508
68 Si -3.969 -0.736 3.708  0.409
69 C -3.022 -1.030 5.283  -0.176
70 C -5.537 0.185 4.114  -0.175
71 C -4.377 -2.292 2.786  -0.163
72 H 0.556 5.177 4.567  0.044
73 H 1.556 3.721 4.582  0.020
74 H 0.163 3.855 5.664  0.044
75 H -2.362 4.947 3.654  0.043
76 H -2.780 3.437 4.454  0.039
77 H -2.936 3.594 2.695  0.032
78 H -0.168 4.915 1.511  0.049
79 H -0.531 3.330 0.851  0.012
80 H 1.085 3.675 1.483  0.023
81 H -0.952 1.088 4.411  0.028
82 H 0.669 1.200 3.663  -0.004
83 H -3.607 0.361 1.542  0.018
84 H -3.143 1.418 2.857  -0.009
85 H -3.123 -0.178 5.958  0.038
86 H -1.964 -1.228 5.129  -0.011
87 H -3.449 -1.898 5.790  0.041
88 H -5.318 1.130 4.615  0.034
89 H -6.158 -0.407 4.789  0.042
90 H -6.129 0.403 3.224  0.039
91 H -3.511 -2.622 2.218  -0.006
92 H -5.188 -2.106 2.080  0.045
93 H -4.682 -3.107 3.443  0.045
94 C 0.650 -3.213 -0.200  -0.209
95 Si -0.117 -3.658 1.419  0.194
96 C 0.976 -4.680 2.520  -0.233
97 C -1.759 -4.462 1.172  -0.206
98 Se -0.047 -1.799 2.785  0.418
99 H 0.965 -4.110 -0.739  0.052
100 H 1.519 -2.574 -0.053  0.032
101 H -0.074 -2.683 -0.824  0.021
102 H 0.949 -5.727 2.208  0.044
103 H 0.642 -4.638 3.558  0.031
104 H 2.010 -4.336 2.487  0.040
105 H -1.566 -5.419 0.678  0.047
106 H -2.422 -3.887 0.528  0.033
107 H -2.268 -4.668 2.112  0.037

***

[4]
The following is a quantum chemistry calculation of 15 unconnected molecules or ions with the total composition C38H56BCl2IN16O3P2 at a distorted geometry, from the OMol25 dataset.

Values from the calculation:
Gap between HOMO and LUMO, eV: 6.9
Multiplicity: 1
Calculated total energy, eV: -122693.14473
E_HOMO, eV: -6.61

Last column: Löwdin charge in e.
Atoms and positions in Å:
1 C 2.842 -0.207 -2.383  -0.100
2 C 2.802 0.841 -1.288  -0.748
3 Cl 3.146 0.293 0.351  0.624
4 C 2.520 2.127 -1.536  -0.766
5 Cl 2.561 3.254 -0.138  0.548
6 P 2.072 2.921 -3.222  0.697
7 B 3.840 2.735 -3.972  -0.801
8 O 4.825 3.635 -3.572  0.117
9 O 4.207 1.795 -4.905  0.125
10 C 0.611 1.849 -3.502  -0.431
11 C -0.450 1.771 -2.585  -0.090
12 C -1.591 0.983 -2.767  -0.139
13 N -1.739 0.219 -3.853  0.072
14 C -0.724 0.264 -4.714  -0.165
15 C 0.444 1.024 -4.652  -0.097
16 P 1.542 4.128 -5.086  0.350
17 O 1.983 3.287 -6.474  -0.444
18 I -0.924 4.450 -5.238  0.695
19 H 3.629 -0.029 -3.128  0.080
20 H 1.869 -0.400 -2.849  0.084
21 H 3.120 -1.156 -1.901  0.022
22 H 1.830 4.145 -2.521  0.012
23 H 4.378 4.465 -3.354  0.094
24 H 5.140 1.586 -4.755  0.118
25 H -0.400 2.398 -1.689  0.101
26 H -2.381 0.989 -2.013  0.050
27 H -0.820 -0.384 -5.593  0.105
28 H 1.204 1.000 -5.432  0.108
29 H 2.339 3.922 -7.107  0.027
30 C -5.427 0.347 -3.810  -0.062
31 C -4.826 0.720 -2.528  -0.264
32 N -4.340 1.012 -1.531  0.134
33 H -6.446 0.728 -3.865  0.077
34 H -4.840 0.767 -4.624  0.077
35 H -5.444 -0.737 -3.906  0.084
36 C 0.358 -1.897 2.524  -0.097
37 C 0.035 -1.649 1.115  -0.281
38 N -0.202 -1.446 0.010  0.138
39 H 0.683 -2.924 2.653  0.040
40 H 1.157 -1.230 2.840  0.078
41 H -0.519 -1.720 3.142  0.063
42 C -0.918 5.160 0.012  -0.062
43 C -0.822 5.819 -1.295  -0.282
44 N -0.748 6.328 -2.321  0.106
45 H -1.747 4.455 0.012  0.089
46 H 0.006 4.623 0.225  0.040
47 H -1.085 5.904 0.789  0.053
48 C -1.356 -5.174 4.169  -0.063
49 C -0.488 -4.130 4.715  -0.278
50 N 0.199 -3.315 5.144  0.148
51 H -2.393 -4.945 4.408  0.045
52 H -1.252 -5.217 3.086  0.083
53 H -1.086 -6.135 4.595  0.018
54 C -3.224 8.582 1.076  -0.064
55 C -3.142 7.442 1.995  -0.285
56 N -3.073 6.545 2.709  0.128
57 H -2.491 8.467 0.277  0.076
58 H -4.219 8.634 0.641  0.058
59 H -3.024 9.506 1.613  0.082
60 C 5.751 -2.713 -0.536  -0.086
61 C 4.911 -2.914 -1.717  -0.276
62 N 4.228 -3.071 -2.625  0.142
63 H 6.632 -2.129 -0.799  0.079
64 H 5.184 -2.185 0.228  0.029
65 H 6.067 -3.677 -0.141  0.074
66 C -0.286 -7.789 0.704  -0.080
67 C -0.959 -8.097 1.968  -0.309
68 N -1.487 -8.335 2.959  0.134
69 H 0.369 -6.930 0.834  0.077
70 H 0.309 -8.644 0.389  0.076
71 H -1.026 -7.563 -0.063  0.080
72 C -4.005 -2.178 5.757  -0.061
73 C -4.304 -3.104 4.659  -0.280
74 N -4.556 -3.823 3.798  0.140
75 H -3.323 -2.648 6.463  0.072
76 H -3.540 -1.276 5.362  0.085
77 H -4.925 -1.909 6.273  0.082
78 C 1.797 -9.838 5.422  -0.082
79 C 1.804 -9.249 4.081  -0.272
80 N 1.810 -8.783 3.033  0.142
81 H 1.012 -10.588 5.495  0.084
82 H 2.759 -10.307 5.626  0.078
83 H 1.614 -9.061 6.159  0.036
84 C 3.365 -4.337 4.359  -0.071
85 C 3.515 -3.782 3.011  -0.257
86 N 3.633 -3.349 1.953  0.154
87 H 2.552 -5.062 4.374  0.070
88 H 4.287 -4.829 4.658  0.046
89 H 3.142 -3.540 5.065  0.077
90 C -3.654 3.356 -9.159  -0.053
91 C -3.066 3.627 -7.845  -0.231
92 N -2.580 3.839 -6.824  -0.206
93 H -4.653 3.785 -9.209  0.082
94 H -3.036 3.796 -9.940  0.085
95 H -3.718 2.281 -9.319  0.084
96 C -1.712 -6.268 7.990  -0.044
97 C -0.816 -6.897 7.017  -0.240
98 N -0.110 -7.395 6.260  0.172
99 H -2.341 -7.025 8.454  0.087
100 H -1.127 -5.768 8.759  0.087
101 H -2.344 -5.536 7.489  0.074
102 C 0.384 8.480 -5.410  -0.077
103 C 1.286 7.821 -6.366  -0.306
104 N 1.994 7.316 -7.114  0.117
105 H -0.319 7.756 -4.997  0.031
106 H 0.962 8.916 -4.598  0.079
107 H -0.173 9.269 -5.914  0.077
108 C 7.793 -3.614 3.671  -0.058
109 C 7.024 -3.877 4.891  -0.270
110 N 6.418 -4.083 5.844  0.134
111 H 8.448 -2.759 3.824  0.084
112 H 8.395 -4.485 3.419  0.083
113 H 7.113 -3.400 2.847  0.070
114 C -7.591 9.036 0.698  -0.068
115 C -6.681 9.991 1.339  -0.286
116 N -5.968 10.737 1.840  0.134
117 H -8.622 9.302 0.922  0.081
118 H -7.445 9.053 -0.380  0.082
119 H -7.394 8.031 1.070  0.082